Molecular formula: C6H10ClN3
Method: DFT, ωB97M-V/def2-TZVPD

Summary:
- energy above the lowest of the compared OMol25 structures with the same formula, charge and spin (eV) = 4.155
- multiplicity = 1
- molar mass (g/mol) = 159.6
- LUMO (alpha / beta) (Ha) = -0.016 / -0.015
- strongest force on any atom (eV/Å) = 4.15

Atoms and positions in Å:
C: 1.64164 0.50996 0.67522
C: 1.68952 1.32051 1.76290
C: 0.25625 0.14385 0.60563
C: 0.48109 -1.49798 -1.33252
C: -1.71495 -1.14240 -0.03250
C: -0.36438 -0.65872 -0.31997
N: 0.48851 1.45782 2.37808
N: -0.35215 0.73471 1.72455
N: -0.40796 1.13823 -1.87437
Cl: 0.28023 2.44563 -1.04152
H: 2.57024 0.39298 0.02671
H: 2.50622 1.96706 2.20081
H: 1.06456 -2.22812 -0.83724
H: -0.23346 -1.99177 -2.04009
H: 1.18915 -0.84035 -1.87358
H: -2.50045 -0.82003 -0.86206
H: -2.23610 -0.73621 0.85630
H: -1.65868 -2.28044 -0.08809
H: -1.35313 0.85017 1.87693
H: -1.34614 1.23514 -1.80519

Forces on the atoms, in the same order (eV/Å):
C 0.06 -0.25 -1.15
C 0.15 2.26 2.96
C 1.93 -0.03 1.31
C -1.43 1.67 -0.33
C -2.90 -0.59 -1.93
C 0.78 0.10 -2.40
N 1.69 1.18 0.97
N -0.04 -1.10 -2.50
N 3.87 -1.48 0.11
Cl -0.42 0.21 -0.41
H -1.98 -0.38 0.65
H -0.89 -1.20 -0.76
H 0.43 -1.01 0.74
H 0.80 0.47 0.46
H -0.65 -0.38 0.18
H 1.71 -0.84 1.17
H 0.74 -0.64 -0.11
H -0.52 1.39 0.48
H 0.63 -0.19 0.05
H -3.98 0.80 0.50

Molecular formula: C6H10F2
Method: DFT, ωB97M-V/def2-TZVPD

Summary:
- energy above the lowest of the compared OMol25 structures with the same formula, charge and spin (eV) = 4.958
- multiplicity = 1
- molar mass (g/mol) = 120.1
- LUMO (alpha / beta) (Ha) = 0.017 / 0.016
- strongest force on any atom (eV/Å) = 4.08

Atoms and positions in Å:
C: -2.22026 -0.64083 1.11803
C: -1.76267 -0.44252 -0.06703
C: 0.81964 -1.65106 -0.28816
C: 0.36984 2.21352 -0.05599
C: 1.50580 -0.27541 -0.18202
C: 0.42057 0.74317 -0.58879
F: 1.71624 0.03931 1.21367
F: 0.30346 0.73106 -1.94678
H: -3.11426 -1.27748 1.33659
H: -1.72908 -0.37768 2.05396
H: -1.84914 -0.75560 -1.15109
H: 1.57516 -2.39285 -0.16641
H: 0.13899 -1.71451 0.62354
H: 0.20801 -1.80908 -1.25914
H: -0.66984 2.74299 -0.34599
H: 1.16949 2.83672 -0.60996
H: 0.60224 2.34538 1.00671
H: 2.51579 -0.31515 -0.69113

Forces on the atoms, in the same order (eV/Å):
C -1.32 -1.26 1.47
C 2.74 1.11 -2.81
C -0.99 0.26 0.61
C -0.65 0.87 -1.89
C -1.44 0.08 0.91
C -0.77 0.83 0.57
F 0.24 -0.68 -1.28
F -0.15 0.00 0.04
H 0.47 0.52 -0.53
H 0.16 0.49 -0.34
H -0.56 0.48 1.76
H 0.48 -0.90 -0.22
H 0.82 -0.03 -1.49
H 1.24 0.40 1.66
H 2.33 -1.47 0.80
H -1.05 -1.01 0.62
H -0.38 -0.45 -0.27
H -1.18 0.76 0.39

Molecular formula: C6H10F2
Method: DFT, ωB97M-V/def2-TZVPD

Summary:
- energy above the lowest of the compared OMol25 structures with the same formula, charge and spin (eV) = 1.941
- multiplicity = 1
- molar mass (g/mol) = 120.1
- LUMO (Ha) = 0.032
- strongest force on any atom (eV/Å) = 6.16

Atoms and positions in Å:
C: 0.50300 -0.88550 -0.28066
C: -0.47754 -0.64553 0.52781
C: -1.88394 -1.04969 0.04975
C: -0.41625 0.48604 1.50988
C: 2.23978 1.34572 -0.21029
C: 2.19267 -0.09420 0.06920
F: 2.53686 -0.40604 1.33578
F: 3.09325 -0.87238 -0.72263
H: 0.63569 -1.66786 -0.98545
H: -1.93307 -0.69336 -0.91109
H: -2.66002 -0.54638 0.69466
H: -2.04083 -2.12335 0.04306
H: -1.14962 1.20766 1.07044
H: -0.92150 0.18054 2.41270
H: 0.48697 1.00928 1.74428
H: 1.33224 1.68469 -0.57955
H: 2.49483 1.74801 0.76675
H: 3.12925 1.49996 -0.91371

Forces on the atoms, in the same order (eV/Å):
C 5.97 1.11 1.04
C -1.15 1.30 -0.39
C 0.05 -0.24 3.43
C -2.38 0.29 -0.44
C 3.53 -0.35 0.00
C -3.11 -4.72 -1.66
F 0.05 0.23 0.22
F -1.06 1.27 0.67
H -0.23 -0.33 -0.83
H -0.61 0.80 -2.30
H 0.66 -0.67 -0.72
H -0.06 -0.11 0.12
H 0.62 -0.01 0.42
H 0.05 -0.11 0.63
H 0.63 -0.22 -0.11
H -1.45 0.86 -0.76
H -0.09 0.75 -0.15
H -1.40 0.15 0.84

Molecular formula: C6H10F5N2PSi
Method: DFT, ωB97M-V/def2-TZVPD

Summary:
- energy above the lowest of the compared OMol25 structures with the same formula, charge and spin (eV) = 1.914
- multiplicity = 1
- molar mass (g/mol) = 264.2
- LUMO (Ha) = -0.010
- strongest force on any atom (eV/Å) = 5.63

Atoms and positions in Å:
C: 1.46687 1.47867 -2.19759
C: 1.58286 2.68128 -2.78606
C: -1.95280 -0.26659 -0.06770
C: 0.71645 1.37906 0.96739
C: 0.85927 -1.59582 -0.09704
C: -1.83889 -1.46021 -3.93694
N: 0.32923 0.75539 -1.83292
N: -0.48622 0.08441 -2.65362
F: 2.77481 3.27237 -3.07272
F: 0.64426 3.47315 -3.20010
F: -1.10325 -2.45222 -3.39525
F: -2.98584 -1.37322 -3.28170
F: -2.09614 -1.87234 -5.19516
Si: -0.03653 0.07880 -0.21399
P: -0.78893 0.14372 -4.17385
H: 2.43099 0.94769 -2.22456
H: -2.31988 -0.61116 1.00097
H: -2.51030 0.50242 -0.41534
H: -2.39707 -1.11052 -0.76097
H: 1.65969 0.79716 1.32527
H: 0.82815 2.24624 0.44615
H: 0.10585 1.47861 1.92005
H: 1.62242 -1.44515 0.71597
H: 0.29597 -2.54845 0.10476
H: 1.25788 -1.72915 -1.16971

Forces on the atoms, in the same order (eV/Å):
C 1.54 0.80 -1.64
C 1.03 -0.29 0.11
C 0.76 -4.25 1.16
C -0.40 -4.89 2.77
C 0.26 -0.11 -0.66
C 1.07 0.30 -1.32
N -1.15 -0.20 0.61
N 0.97 0.65 1.56
F -1.21 -1.12 0.40
F -0.76 0.27 0.17
F -0.24 0.15 0.38
F -0.23 0.07 0.30
F -0.61 -0.30 -0.52
Si -1.34 -0.93 0.72
P -0.51 -0.70 -0.94
H -0.31 0.18 0.59
H 0.95 1.01 -1.92
H -1.79 2.97 -0.56
H 1.58 1.21 1.22
H -1.08 1.70 -0.76
H 0.81 2.57 -1.00
H 0.58 0.16 -1.28
H -0.21 -0.55 -1.16
H 0.22 1.23 -0.02
H 0.09 0.07 1.78

Molecular formula: C6H10FN2O8Pt
Method: DFT, ωB97M-V/def2-TZVPD

Summary:
- ⟨S²⟩ = 2.006
- energy above the lowest of the compared OMol25 structures with the same formula, charge and spin (eV) = 0.000
- net charge = -3
- multiplicity = 3
- molar mass (g/mol) = 452.2
- LUMO (alpha / beta) (Ha) = 0.257 / 0.257
- strongest force on any atom (eV/Å) = 3.90

Atoms and positions in Å:
Pt: 15.68781 -9.03227 -1.87886
F: 15.68326 -7.10293 -0.59702
C: 13.97488 -10.94784 -2.35320
O: 13.83012 -11.65952 -3.39281
O: 14.99077 -11.08029 -1.51048
O: 13.43360 -9.76603 -2.32822
C: 16.68095 -9.16967 -4.35199
O: 17.41195 -9.66765 -3.40518
O: 16.41497 -9.78305 -5.42574
O: 15.86832 -8.20966 -3.92074
O: 17.42501 -9.47178 -0.22837
C: 18.02405 -8.90230 0.65258
N: 17.70226 -7.60736 0.94741
C: 19.06030 -9.61310 1.50288
H: 16.86230 -7.30902 0.40750
H: 18.40786 -6.97695 1.27954
H: 19.44513 -10.46846 0.95470
H: 18.50430 -9.95099 2.38190
H: 19.88792 -8.98268 1.83772
O: 19.34961 -5.43409 -1.01139
C: 19.06098 -6.03286 -2.05897
N: 17.98876 -6.79172 -2.24165
C: 19.97197 -5.97411 -3.29046
H: 17.79924 -7.22425 -3.13694
H: 17.29996 -6.89078 -1.48685
H: 19.81597 -5.10065 -3.92362
H: 19.65411 -6.79456 -3.94475
H: 21.00628 -6.21531 -3.05122

Forces on the atoms, in the same order (eV/Å):
Pt -1.06 -0.65 -0.64
F 0.30 0.59 0.13
C 1.64 1.73 -3.08
O -0.78 -1.29 1.71
O -0.01 -0.97 0.41
O -0.88 0.43 1.04
C -2.76 -2.56 0.66
O 1.49 0.28 -0.29
O 1.48 1.29 -0.43
O 0.43 1.28 -0.16
O 0.39 -1.36 0.41
C -0.11 1.33 -0.31
N 0.37 -0.90 0.75
C -0.10 0.03 0.08
H -0.25 0.56 -0.33
H -0.02 0.12 -0.05
H -0.04 -0.05 0.00
H 0.21 -0.15 0.06
H -0.10 0.13 -0.06
O 0.22 0.12 -0.02
C -0.06 -0.12 -0.24
N 0.52 0.79 0.44
C -0.64 -1.21 -0.61
H -0.45 -0.43 0.25
H -0.30 0.00 -0.40
H 0.35 0.41 0.47
H 0.08 -0.03 0.02
H 0.11 0.61 0.17

Molecular formula: C6H10I2O
Method: DFT, ωB97M-V/def2-TZVPD

Summary:
- energy above the lowest of the compared OMol25 structures with the same formula, charge and spin (eV) = 0.262
- multiplicity = 1
- molar mass (g/mol) = 352.0
- LUMO (Ha) = 0.001
- strongest force on any atom (eV/Å) = 4.88

Atoms and positions in Å:
C: 1.47909 0.62704 0.67595
C: 1.63026 -0.84520 0.29910
C: 0.36980 1.17377 -0.21665
C: 0.32535 -1.31482 -0.16404
C: -0.60721 0.02587 -0.48356
C: -1.89091 0.17781 0.53323
O: -1.00714 -0.07342 -1.75966
I: -3.09439 -1.64745 0.22770
I: -2.99665 1.88857 0.11941
H: 1.32307 0.70645 1.72348
H: 2.34847 1.21808 0.47546
H: 2.51355 -0.89666 -0.49905
H: 1.81070 -1.42551 1.13457
H: -0.33273 1.99899 0.09686
H: 0.85454 1.57652 -1.16927
H: 0.25501 -1.97151 -1.17083
H: -0.14533 -1.96298 0.60473
H: -1.56164 -0.03197 1.60330
H: -1.27386 0.77641 -2.03073

Forces on the atoms, in the same order (eV/Å):
C -0.29 0.49 -0.42
C 2.67 1.50 -2.77
C -0.88 1.23 -0.88
C -3.87 -0.94 -2.82
C 1.34 -1.67 2.84
C 1.94 -2.76 0.00
O -0.37 -1.43 -1.49
I 0.07 0.55 0.07
I -0.37 0.39 0.22
H -0.61 0.24 1.02
H 0.80 0.11 0.02
H -1.92 -0.36 1.65
H 1.45 -1.03 1.65
H 1.56 -0.30 0.36
H -0.78 -0.86 0.91
H 0.44 1.58 2.28
H 0.06 0.49 -0.42
H -0.52 1.11 -1.32
H -0.73 1.68 -0.92